Entry 1:
101
Properties=species:S:1:pos:R:3:mulliken_charge:R:1 method="wB97M-V/def2-TZVPD" homo_energy_ev="-3.570 / -4.251" largest_force_ev_per_a=3.64 s2=3.803 e_lumo_ev="2.19 / 1.98" e_tot_ha=-6262.763802 relative_energy_kcal_mol=34.1 multiplicity=4 total_charge=-1
V -0.3294 -0.8257 -1.2834 -0.65
C -2.4639 -1.2729 5.8897 -1.72
C -2.6498 -1.3583 4.4084 1.18
C -2.0245 -2.3397 3.6534 -0.85
C -2.1351 -2.3594 2.2731 -0.18
C -2.8957 -1.3979 1.6377 0.55
C -3.5602 -0.4361 2.3752 -0.17
C -3.4290 -0.4134 3.7506 -1.12
S -3.0787 -1.4078 -0.1543 1.03
O -3.1329 -0.0310 -0.5961 -0.62
O -4.2451 -2.2107 -0.4396 -0.86
N -1.7072 -2.0229 -0.7196 0.53
C -1.5181 -3.3328 -1.0002 0.88
C -2.3109 -4.4177 -0.6230 -0.70
C -1.9828 -5.6897 -1.0726 -0.93
C -0.8972 -5.9206 -1.8922 -0.79
C -0.0724 -4.8550 -2.2925 0.86
C 1.0484 -4.9702 -3.1464 -1.04
C 1.7195 -3.8218 -3.5164 -1.48
C 1.3322 -2.5896 -3.0071 -0.33
N 0.3413 -2.4481 -2.1222 0.88
C -0.3755 -3.5583 -1.8102 -0.33
H -1.9910 -2.1703 6.2791 0.32
H -3.4113 -1.1168 6.4005 0.52
H -1.8167 -0.4230 6.1037 0.23
H -1.4419 -3.1004 4.1501 0.19
H -1.6268 -3.1143 1.6917 0.05
H -4.1743 0.2810 1.8506 0.60
H -3.9184 0.3548 4.3299 0.43
H -3.1859 -4.2578 -0.0138 0.58
H -2.6061 -6.5201 -0.7721 0.39
H -0.6697 -6.9199 -2.2341 0.42
H 1.3480 -5.9344 -3.5285 0.41
H 2.5596 -3.8723 -4.1948 0.49
H 1.8093 -1.6775 -3.3417 0.85
C 3.9533 -0.0911 -2.6936 -1.46
P 2.6639 -0.1167 -1.3504 2.26
C 3.7068 -1.0216 -0.1093 -2.03
C 2.8598 1.6351 -0.8376 -0.93
C 3.7302 2.0921 0.1475 -0.56
C 3.7172 3.4216 0.5251 -0.92
C 2.8398 4.3099 -0.0772 -0.82
C 1.9976 3.8697 -1.0837 -0.66
C 2.0043 2.5418 -1.4801 0.58
P 1.0239 1.8152 -2.8602 1.26
C 1.9027 2.7320 -4.2198 -1.65
C -0.5314 2.8218 -2.9278 -1.41
H 4.8687 0.3841 -2.3360 0.37
H 3.5665 0.4500 -3.5549 0.30
H 4.1630 -1.1200 -2.9837 0.53
H 4.7522 -0.7077 -0.1095 0.52
H 3.6628 -2.0765 -0.3849 0.39
H 3.2743 -0.9124 0.8847 0.49
H 4.4013 1.4066 0.6465 0.38
H 4.3797 3.7661 1.3068 0.38
H 2.8114 5.3420 0.2440 0.40
H 1.3259 4.5746 -1.5533 0.37
H 1.8811 3.8054 -4.0377 0.45
H 1.3878 2.5134 -5.1535 0.47
H 2.9358 2.4006 -4.3032 0.40
H -0.3993 3.8173 -2.5043 0.34
H -1.3307 2.3054 -2.3957 0.24
H -0.8251 2.9036 -3.9757 0.54
N -1.0145 -0.4424 -3.0099 0.26
C -0.8528 -0.2051 -4.1430 1.06
C -0.6160 0.0658 -5.4641 -0.16
C 0.2379 -0.7543 -6.1989 0.16
N 0.9451 -1.4107 -6.8317 -0.63
C -1.1864 1.1623 -6.1005 0.08
N -1.6137 2.0923 -6.6343 -0.67
N 1.3410 -1.4066 5.3983 -0.31
C 0.6644 -0.4199 4.7499 -0.12
O 0.1021 0.4627 5.3807 -0.73
C 0.6787 -0.5073 3.2784 1.55
C 0.9758 -1.6990 2.5383 -1.18
C 0.7799 -1.6682 1.1779 -1.30
N 0.4621 -0.6070 0.4464 0.92
C 0.4426 0.6985 1.1052 2.24
C 0.3726 0.6154 2.5943 -0.89
H 1.4180 -1.3494 6.3992 0.27
H 1.9137 -2.0526 4.8871 0.18
H 1.1842 -2.6381 3.0274 0.23
H 0.8727 -2.5897 0.6044 0.15
H 1.3852 1.2405 0.8565 -1.55
H 0.1612 1.5309 3.1251 0.90
C -2.4277 2.7561 3.1241 -1.33
Ge -1.4325 3.1129 1.4366 0.93
C -2.7773 3.9066 0.1965 -1.48
C -0.0761 4.5216 1.8358 -1.53
C -0.6987 1.5164 0.4996 1.54
H -2.5894 3.6840 3.6670 0.58
H -1.9115 2.0670 3.7815 0.31
H -3.3989 2.3382 2.8883 0.39
H -3.4681 4.5332 0.7556 0.44
H -3.3423 3.1102 -0.2809 0.40
H -2.3278 4.5161 -0.5824 0.36
H -0.5171 5.2580 2.5026 0.56
H 0.2451 5.0341 0.9354 0.34
H 0.7999 4.1055 2.3220 0.38
H -0.3905 1.8351 -0.5015 -1.90
H -1.5697 0.8706 0.3743 -1.28



Entry 2:
103
Properties=species:S:1:pos:R:3:mulliken_charge:R:1 method="wB97M-V/def2-TZVPD" homo_energy_ev="-6.915 / -7.111" largest_force_ev_per_a=1.25 e_lumo_ev="-1.52 / -1.52" e_tot_ha=-6663.051625 relative_energy_kcal_mol=99.4 multiplicity=1
Fe 0.1155 0.9333 0.4965 -0.58
N 1.3738 4.5225 -1.7873 -0.40
C 0.7489 3.6038 -0.9889 0.51
S -0.1502 2.3305 -1.7921 -0.49
N 0.8235 3.7855 0.2901 -2.05
N 0.1755 2.7828 0.9805 1.73
C -0.4135 3.1306 2.0781 -1.20
C -1.1751 2.1126 2.7047 0.85
C -1.9216 2.3439 3.8734 -1.16
C -2.7269 1.3660 4.3815 -0.88
C -2.7814 0.1316 3.7022 -0.87
C -2.0338 -0.0462 2.5798 -0.67
N -1.2159 0.9108 2.0287 1.35
H 1.5752 4.2297 -2.7276 0.26
H 2.0900 5.0657 -1.3314 0.27
H -0.3759 4.1536 2.4320 0.56
H -1.8445 3.3183 4.3420 0.56
H -3.3174 1.5368 5.2735 0.51
H -3.3995 -0.6833 4.0556 0.52
H -2.1138 -0.9924 2.0689 0.16
C -0.4044 -2.8494 5.6657 -0.58
C -0.2965 -1.4710 5.8011 -0.78
C 0.2551 -0.7134 4.7774 -0.71
C 0.7072 -1.3150 3.5996 0.66
C 0.5983 -2.7083 3.4844 0.13
C 0.0443 -3.4707 4.5059 -0.82
Si 1.5343 -0.2292 2.3491 1.59
C 3.3814 -0.3722 2.4628 -0.27
C 4.0072 -1.5111 2.9858 -0.12
C 5.3929 -1.6215 2.9949 -0.81
C 6.1701 -0.5976 2.4632 -0.54
C 5.5632 0.5432 1.9505 -0.62
C 4.1781 0.6630 1.9614 -0.15
H -0.8332 -3.4414 6.4655 0.41
H -0.6508 -0.9842 6.7021 0.44
H 0.3290 0.3660 4.8906 0.46
H 0.9535 -3.2208 2.5931 0.29
H -0.0343 -4.5464 4.3980 0.44
H 1.3044 1.1844 2.7618 -0.48
H 3.4073 -2.3207 3.3966 0.37
H 5.8646 -2.5045 3.4108 0.43
H 7.2501 -0.6898 2.4479 0.39
H 6.1632 1.3399 1.5288 0.46
H 3.7185 1.5521 1.5430 0.30
O 3.7866 2.0764 -1.0354 -0.73
C 2.9630 1.1731 -1.0637 -0.72
O 2.0020 1.0084 -0.2330 -0.14
C 3.1253 0.1378 -2.1834 0.44
C 2.0493 -0.4968 -2.8002 0.50
C 2.2549 -1.4138 -3.8207 -0.38
C 3.5564 -1.7362 -4.1566 -0.18
C 4.6487 -1.1471 -3.5514 -1.06
C 4.4203 -0.1773 -2.5849 -0.61
N 3.7889 -2.7906 -5.1775 1.01
O 4.8275 -3.4232 -5.0945 -0.59
O 2.8852 -3.0524 -5.9363 -0.59
H 1.0470 -0.2560 -2.4856 0.40
H 1.4291 -1.8884 -4.3371 0.63
H 5.6479 -1.4231 -3.8598 0.50
H 5.2470 0.3517 -2.1274 0.52
N 1.8139 -4.9191 -2.6584 -0.23
C 0.7136 -4.5885 -1.9773 0.14
S -0.6650 -5.4504 -2.0270 -0.37
C 0.8760 -3.3785 -1.0731 0.77
C -0.2033 -2.8068 -0.4710 -1.26
C -0.0086 -1.7981 0.4649 -0.23
N 1.1975 -1.3111 0.7673 2.28
C 2.2548 -1.8016 0.0961 -1.57
C 2.1252 -2.8443 -0.7900 -1.14
H 1.7259 -5.6684 -3.3284 0.29
H 2.5685 -4.2693 -2.8020 0.10
H -1.2035 -3.1621 -0.6802 0.41
H -0.8350 -1.4199 1.0416 0.29
H 3.2148 -1.3615 0.3172 0.48
H 3.0312 -3.2208 -1.2462 0.48
C -5.9869 3.5970 -1.1933 -1.03
C -5.6046 3.0125 0.1647 -0.87
C -4.6122 1.8510 0.0687 -0.05
C -3.1943 2.3013 -0.3053 -1.15
Ge -2.0138 0.8020 -0.6676 1.04
C -2.0538 -0.0092 -2.4688 -0.36
C -3.4833 -0.1948 -3.0060 -1.02
C -4.1050 1.0811 -3.5777 0.47
C -3.4352 1.5576 -4.8644 -1.49
H -6.7772 4.3445 -1.0974 0.41
H -6.3500 2.8113 -1.8628 0.22
H -5.1369 4.0805 -1.6807 0.25
H -6.5095 2.6695 0.6734 0.39
H -5.1693 3.7975 0.7925 0.29
H -4.9891 1.1256 -0.6636 0.18
H -4.5739 1.3234 1.0272 0.18
H -2.7531 2.8702 0.5179 0.56
H -3.1869 2.9591 -1.1759 0.79
H -2.7410 -0.3964 0.0677 -0.25
H -1.5712 -0.9860 -2.3535 -0.09
H -1.4525 0.5629 -3.1783 0.69
H -4.1282 -0.5853 -2.2112 0.28
H -3.4763 -0.9602 -3.7917 0.52
H -4.0578 1.8781 -2.8318 -0.35
H -5.1663 0.8998 -3.7705 0.48
H -2.3859 1.8171 -4.7029 0.24
H -3.9301 2.4476 -5.2595 0.44
H -3.4774 0.7821 -5.6350 0.36